Formula: C18H54O9
Source: the OMol25 dataset
Level of theory: ωB97M-V/def2-TZVPD

XYZ file:
```
81
Properties=species:S:1:pos:R:3:forces:R:3:lowdin_charge:R:1
C -12.156907 -3.583735 -26.745449 0.087 -0.120 0.550 -0.086
C -12.698837 -4.985068 -26.570380 -0.777 0.321 -0.910 -0.300
O -13.838545 -5.085183 -27.467452 0.297 -0.133 0.217 -0.090
H -11.830712 -3.420591 -27.769292 0.005 0.031 -0.044 0.080
H -11.321580 -3.388479 -26.068382 0.035 -0.001 -0.089 0.056
H -12.956909 -2.885752 -26.497051 0.040 0.115 -0.141 0.073
H -13.078983 -5.132501 -25.558390 0.224 -0.170 0.104 0.097
H -11.968006 -5.748878 -26.838416 0.091 -0.011 0.233 0.096
H -13.794981 -5.917517 -27.943363 -0.017 -0.034 0.077 0.069
C -8.579584 -8.005015 -22.785548 -0.352 -0.232 0.078 -0.097
C -7.692055 -9.212726 -22.606400 0.122 -0.029 -0.121 -0.284
O -7.906964 -10.117333 -23.708938 0.155 0.179 0.332 -0.090
H -8.424080 -7.541761 -23.758448 0.143 0.148 0.054 0.082
H -8.426076 -7.287781 -21.978248 0.057 0.089 -0.081 0.071
H -9.620061 -8.338789 -22.752466 -0.012 0.131 -0.009 0.070
H -7.937714 -9.715328 -21.667424 -0.003 -0.131 -0.071 0.112
H -6.635712 -8.938906 -22.555287 -0.020 0.050 -0.071 0.114
H -7.054290 -10.365071 -24.072013 -0.070 -0.110 -0.048 0.093
C -12.431571 -6.876278 -19.951760 0.187 -0.294 -0.096 -0.076
C -11.000155 -6.654949 -19.533245 0.149 0.401 0.143 -0.289
O -10.642479 -5.313356 -19.914456 -0.045 0.038 -0.074 -0.105
H -12.482134 -6.929486 -21.039872 -0.170 0.091 0.006 0.070
H -13.069266 -6.076408 -19.582969 -0.023 0.061 -0.019 0.084
H -12.792528 -7.824228 -19.550866 -0.020 0.006 -0.034 0.080
H -10.327145 -7.361974 -20.025561 -0.043 -0.069 -0.004 0.100
H -10.879946 -6.761799 -18.451144 -0.049 -0.024 -0.020 0.113
H -9.782671 -5.084135 -19.551652 0.041 -0.105 0.036 0.091
C -10.803037 -4.826423 -23.413906 0.236 -0.651 -0.152 -0.064
C -12.012240 -4.100731 -22.868242 -0.202 -0.827 0.435 -0.281
O -11.651783 -3.241904 -21.786546 -0.015 0.162 -0.430 -0.100
H -11.046310 -5.480776 -24.256973 -0.143 0.380 -0.204 0.061
H -10.400065 -5.543706 -22.690573 -0.023 0.345 0.292 0.056
H -10.006283 -4.138660 -23.689051 -0.045 0.014 -0.131 0.057
H -12.719924 -4.847034 -22.479111 -0.046 0.061 -0.164 0.111
H -12.557229 -3.546123 -23.630707 0.240 0.355 0.047 0.101
H -11.315419 -3.833682 -21.100418 0.005 0.023 0.245 0.051
C -12.132942 -0.375934 -24.963353 -0.158 0.286 -0.067 -0.080
C -12.041068 0.894985 -24.157172 0.164 0.375 -0.024 -0.304
O -11.165725 1.807431 -24.849905 -0.098 -0.221 -0.014 -0.092
H -11.152113 -0.843148 -25.046578 -0.076 -0.141 -0.110 0.053
H -12.513218 -0.125818 -25.955813 0.188 -0.093 -0.080 0.085
H -12.854718 -1.057259 -24.514984 0.137 -0.080 0.166 0.067
H -11.636254 0.713356 -23.157276 -0.136 -0.110 0.019 0.090
H -13.033219 1.345057 -24.057540 0.009 -0.044 0.097 0.114
H -11.263057 2.678846 -24.456840 0.015 -0.020 0.024 0.075
C -11.332686 -8.565122 -26.080074 -0.481 -0.214 -0.214 -0.098
C -10.743101 -9.938195 -25.809489 0.034 0.073 0.071 -0.320
O -10.666041 -10.185019 -24.415251 -0.163 -0.030 0.091 -0.093
H -10.814737 -7.810331 -25.490676 0.075 0.107 -0.139 0.056
H -12.394963 -8.540267 -25.821172 0.097 -0.008 0.240 0.077
H -11.300484 -8.335500 -27.149514 0.260 0.110 0.070 0.072
H -9.752072 -10.006768 -26.269568 0.004 -0.057 0.039 0.110
H -11.370819 -10.718052 -26.248681 0.028 0.037 -0.109 0.107
H -9.738683 -10.229006 -24.154871 0.106 -0.064 -0.094 0.025
C -8.345244 -1.934980 -24.240657 0.152 -0.042 -0.421 -0.082
C -8.279404 -1.147342 -25.530056 -0.283 0.034 -0.089 -0.313
O -8.949278 -1.894376 -26.554817 0.132 0.201 0.219 -0.089
H -9.371578 -1.953813 -23.875354 0.045 -0.012 0.186 0.056
H -7.673263 -1.481966 -23.512155 -0.127 -0.019 0.154 0.063
H -8.019926 -2.960770 -24.425221 0.022 0.007 0.074 0.079
H -7.244961 -0.953690 -25.829968 0.024 -0.019 0.069 0.110
H -8.787618 -0.186775 -25.380695 0.115 0.034 -0.089 0.104
H -9.023332 -1.311753 -27.316421 -0.097 -0.102 -0.075 0.084
C -13.808231 0.988442 -20.364067 -0.541 0.069 0.082 -0.089
C -12.843961 -0.134851 -20.633992 0.500 0.078 -0.082 -0.350
O -13.347708 -0.940589 -21.682621 0.016 0.021 0.090 -0.087
H -13.405491 1.704723 -19.647291 0.093 0.012 -0.062 0.074
H -14.753065 0.618643 -19.956318 0.103 -0.114 0.008 0.075
H -14.069405 1.504413 -21.290006 0.199 0.060 -0.004 0.070
H -12.648468 -0.714925 -19.721055 -0.212 -0.086 -0.059 0.115
H -11.864281 0.278041 -20.920485 -0.105 0.077 -0.015 0.083
H -12.722400 -1.671523 -21.806663 -0.083 -0.140 0.119 0.036
C -9.201620 -1.027991 -20.528161 -0.087 0.175 -0.491 -0.085
C -7.732846 -0.670940 -20.653130 -0.096 0.286 0.435 -0.324
O -7.560090 0.658375 -21.128000 0.029 0.100 -0.055 -0.079
H -9.379403 -2.077172 -20.292805 0.096 -0.007 0.063 0.067
H -9.693899 -0.828507 -21.487455 -0.051 -0.166 0.047 0.059
H -9.690109 -0.396102 -19.787594 0.047 -0.040 0.098 0.077
H -7.177363 -1.371212 -21.282074 -0.084 -0.122 -0.006 0.094
H -7.279224 -0.658506 -19.660130 0.143 -0.171 -0.081 0.111
H -8.126367 0.797576 -21.894416 0.005 -0.079 -0.016 0.073
```
Positions in Å, forces in eV/Å.

energy relative to the best compared isomer or geometry (same formula, charge and spin) = 59.1 kcal per mole
structure (SMILES) = CCO.CCO.CCO.CCO.CCO.CCO.CCO.CCO.CCO
total charge = 0
HOMO-LUMO gap = 9.92 eV
HOMO level = -9.7 eV